Entry 1:
{"formula": "C5H11N2O", "method": "ωB97M-V/def2-TZVPD", "multiplicity": 1, "total_charge": 1, "relative_energy_kj_mol": 216.58, "orbital_gap_ev": 10.977, "homo_ev": -14.29, "smiles": "C=CC[C@H]([NH3+])C(N)=O", "elements": ["N", "C", "C", "C", "C", "C", "N", "O", "H", "H", "H", "H", "H", "H", "H", "H", "H", "H", "H"], "positions_angstrom": [[1.20187, 0.32613, 0.91651], [0.01673, -0.61899, 0.61629], [-0.77004, 0.24324, -0.47959], [-0.92932, 1.72447, -0.02557], [-0.20446, 2.60895, -0.70500], [0.61661, -1.83003, -0.16530], [-0.32892, -2.82427, -0.07704], [1.66828, -2.03956, -0.69699], [1.77558, 0.69667, 0.15425], [1.89873, -0.22095, 1.43092], [0.89690, 1.12814, 1.47521], [-0.54276, -0.72288, 1.54599], [-1.77768, -0.09840, -0.74188], [-0.29477, 0.10465, -1.46213], [-1.63913, 1.89694, 0.75675], [0.13206, 2.50262, -1.72065], [-0.25208, 3.66474, -0.40971], [-1.32749, -2.81081, 0.07477], [-0.14010, -3.73067, -0.48682]], "forces_ev_per_a": [[0.7, -1.0, 1.2], [1.2, 2.9, -3.2], [-1.3, 0.2, 0.4], [1.5, -2.1, -2.0], [-1.6, 2.1, 0.7], [-3.1, -2.4, 1.6], [-0.2, -1.2, -0.6], [0.8, 1.7, 0.3], [-0.8, -0.1, -0.7], [-0.1, 0.1, 0.4], [0.1, -0.1, -0.1], [0.3, -0.6, -0.2], [0.0, -0.6, 0.8], [0.5, 0.5, 0.5], [0.1, 0.4, 0.7], [0.8, -0.8, 0.0], [0.0, -0.3, 0.0], [0.1, 1.1, 0.4], [0.7, 0.3, -0.2]], "mulliken_charge": [-0.32, -0.10, -0.66, -0.41, -0.69, 0.37, -0.37, -0.53, 0.33, 0.38, 0.41, 0.35, 0.38, 0.38, 0.44, 0.29, 0.28, 0.21, 0.25]}

Entry 2:
{"formula": "C24H60N4O12", "method": "ωB97M-V/def2-TZVPD", "multiplicity": 1, "total_charge": 0, "relative_energy_kj_mol": 880.11, "orbital_gap_ev": 1.230, "homo_ev": -3.61, "elements": ["C", "C", "C", "O", "C", "N", "H", "H", "H", "H", "H", "H", "H", "H", "H", "H", "H", "H", "C", "C", "C", "O", "C", "N", "H", "H", "H", "H", "H", "H", "H", "H", "H", "H", "H", "H", "C", "C", "C", "O", "C", "N", "H", "H", "H", "H", "H", "H", "H", "H", "H", "H", "H", "H", "C", "C", "C", "O", "C", "N", "H", "H", "H", "H", "H", "H", "H", "H", "H", "H", "H", "H", "C", "C", "O", "O", "H", "H", "H", "C", "C", "O", "O", "H", "H", "H", "C", "C", "O", "O", "H", "H", "H", "C", "C", "O", "O", "H", "H", "H"], "positions_angstrom": [[-4.43292, -3.98456, 3.31044], [-5.05073, -5.11127, 4.18726], [-5.78069, -4.58129, 5.40017], [-6.57870, -5.71793, 5.89967], [-6.82613, -5.51993, 7.30392], [-6.05582, -5.75278, 3.23656], [-5.59846, -6.18379, 2.44589], [-6.80660, -6.31676, 3.60855], [-6.66584, -5.07477, 2.80264], [-3.72366, -3.38594, 3.88202], [-5.07666, -3.19410, 2.92462], [-3.88525, -4.47367, 2.50487], [-4.32843, -5.91724, 4.31687], [-6.48757, -3.77956, 5.18650], [-5.09118, -4.22868, 6.16720], [-7.44249, -4.64818, 7.52357], [-5.87591, -5.27051, 7.77613], [-7.24725, -6.43999, 7.70922], [-10.34428, 1.38013, -3.19847], [-8.84045, 1.54656, -3.50862], [-8.52471, 3.04566, -3.67331], [-7.11943, 3.21080, -3.86003], [-6.58949, 2.87310, -5.08499], [-8.01269, 1.02972, -2.27421], [-8.22754, 1.62980, -1.49073], [-8.19052, 0.05955, -2.05686], [-7.02370, 1.17000, -2.42360], [-10.75945, 1.52885, -4.19528], [-10.82951, 2.09396, -2.53282], [-10.54868, 0.33057, -2.98695], [-8.52550, 1.02613, -4.41309], [-8.70735, 3.67893, -2.80515], [-9.05887, 3.50607, -4.50446], [-7.06966, 3.38185, -5.92087], [-6.57592, 1.79332, -5.23327], [-5.57297, 3.25971, -5.01192], [7.81612, -1.75834, -7.42761], [8.15017, -2.14288, -5.96662], [6.87451, -2.26271, -5.05003], [7.32381, -2.51345, -3.77090], [6.18551, -2.59991, -2.83158], [8.97431, -3.48963, -6.01133], [8.78181, -3.96062, -6.88380], [9.96877, -3.37536, -5.87677], [8.66117, -4.19237, -5.35696], [8.72879, -1.59603, -8.00101], [7.20230, -0.86591, -7.54961], [7.26554, -2.57786, -7.88952], [8.78569, -1.31885, -5.64228], [6.29179, -3.07676, -5.48114], [6.36777, -1.30156, -5.13660], [5.74305, -1.60917, -2.72779], [6.53737, -3.06936, -1.91294], [5.52156, -3.38608, -3.19103], [5.32377, 2.63205, 8.70348], [4.06591, 1.76638, 8.34500], [3.16958, 2.41087, 7.21092], [2.15134, 1.51156, 6.76156], [1.15999, 1.92451, 5.78241], [4.54355, 0.34747, 7.85382], [3.83292, -0.35474, 7.70544], [5.02919, 0.43964, 6.97304], [5.18381, 0.03753, 8.57083], [5.05368, 3.47804, 9.33549], [5.98753, 3.00606, 7.92397], [6.02068, 2.07210, 9.32708], [3.47754, 1.49622, 9.22189], [3.93183, 2.77294, 6.52101], [2.77757, 3.34324, 7.61726], [0.53233, 1.05138, 5.60410], [1.65395, 2.12327, 4.83131], [0.46705, 2.72219, 6.05006], [1.23206, 0.37112, -7.43686], [1.50895, -1.14877, -7.66109], [0.97906, -1.96360, -6.86423], [2.24253, -1.47162, -8.64360], [0.34908, 0.46392, -6.80453], [0.96047, 0.92833, -8.33344], [2.06063, 0.89743, -6.96297], [5.79555, 2.74240, 2.24635], [7.02405, 2.42574, 3.06271], [7.10702, 1.29845, 3.63423], [7.97613, 3.25390, 2.94642], [5.20266, 3.59713, 2.57197], [5.08640, 1.92139, 2.14077], [5.98620, 2.95312, 1.19405], [-0.20475, -0.20029, -0.89947], [-1.70180, 0.31643, -0.91711], [-2.41595, -0.29663, -1.69606], [-2.02115, 1.21472, -0.13198], [0.02061, -0.95260, -0.14360], [0.40674, 0.66846, -0.65563], [0.12357, -0.59766, -1.85988], [1.01282, 6.34767, -2.44572], [0.76604, 7.84533, -2.51519], [-0.34899, 8.21327, -2.12035], [1.62054, 8.56805, -3.10442], [1.40134, 6.16114, -1.44454], [1.66499, 6.03253, -3.26024], [0.09747, 5.76310, -2.53804]], "forces_ev_per_a": [[0.8, -0.3, 0.7], [-0.3, 1.5, -1.6], [-1.1, -2.1, 0.5], [0.8, 1.5, 0.2], [0.4, 0.0, -0.1], [-1.1, 0.6, -0.3], [0.3, -0.6, -0.1], [0.4, -1.2, 1.0], [0.2, 1.2, -0.3], [0.3, -0.4, 0.1], [-0.7, -0.5, -0.1], [0.1, 0.4, -0.2], [0.0, 0.3, 0.7], [0.2, 0.2, -0.4], [0.2, -0.1, -0.1], [-0.5, -0.1, -0.3], [0.2, -0.5, 0.3], [0.0, 0.2, -0.1], [0.8, -0.8, -1.6], [-0.9, 1.3, 1.6], [2.0, 0.0, -0.3], [-1.5, 0.3, 1.8], [1.1, 0.1, -0.8], [-0.4, 0.9, -1.5], [-0.3, 0.1, 0.5], [-0.1, -0.3, 0.1], [0.9, 0.0, -0.4], [-0.5, 0.1, 0.1], [0.5, -0.2, 0.2], [-0.3, 0.1, 0.4], [0.0, -0.3, 0.4], [-0.5, -0.4, 0.3], [-0.3, -0.4, -0.2], [-0.3, 0.0, -0.1], [0.1, -0.1, -0.3], [0.1, -0.4, -0.4], [0.0, -1.0, 0.1], [-1.0, 1.0, -0.6], [2.1, 0.0, -1.5], [-0.7, -0.5, 1.4], [1.0, -0.9, -0.7], [-1.1, 0.7, 0.1], [0.2, 0.2, -0.8], [0.3, 0.2, -0.1], [-0.3, 0.2, 1.1], [0.1, 0.0, 0.0], [0.0, 0.0, 0.5], [-0.2, 0.0, -0.2], [0.4, -0.6, 0.7], [-0.6, 0.0, 0.1], [-0.3, 0.0, -0.1], [-0.2, -0.3, 0.2], [0.4, 0.8, 0.1], [-0.6, 0.5, -0.4], [-0.2, -0.7, 0.5], [-0.4, 0.0, -1.2], [0.5, -0.2, 0.9], [0.6, 0.4, 0.6], [0.6, -0.6, -0.5], [0.1, 1.5, 0.3], [-0.7, 0.1, 0.1], [0.6, 0.1, -0.6], [0.4, -0.4, 0.0], [-0.4, 0.0, -0.2], [-0.7, -0.1, -0.7], [-0.2, -0.4, 0.2], [0.1, 0.3, 0.1], [-0.3, -0.4, -1.1], [-0.4, 0.0, 0.3], [0.2, -0.1, 0.2], [0.0, 0.3, 0.1], [0.5, 0.3, 0.5], [-0.7, -0.3, 0.2], [0.3, -0.7, -0.6], [0.1, 0.7, 0.0], [-0.1, 0.6, 0.4], [0.2, 0.0, 0.4], [0.4, -0.3, -0.4], [0.1, -0.2, 0.0], [-1.6, -0.1, -0.8], [2.3, 0.0, -0.8], [-0.8, 0.2, 0.5], [-1.1, -0.4, 0.5], [0.2, 0.2, 0.4], [0.0, -0.4, 0.6], [0.7, 0.3, 0.1], [0.1, 1.1, 0.0], [1.8, -0.8, 0.8], [-1.9, -1.2, -1.6], [-0.1, 0.8, 0.9], [-0.4, -0.1, 0.2], [0.2, 0.0, 0.0], [-0.3, 0.0, -0.1], [0.1, -0.4, 0.0], [0.0, 0.7, -2.0], [-1.0, 0.4, 1.0], [0.2, -0.5, 0.6], [0.4, -0.4, -0.1], [0.4, 0.0, 0.4], [-0.2, 0.3, 0.1]], "mulliken_charge": [-1.42, 0.27, -0.73, -0.36, -0.72, -0.33, 0.38, 0.32, 0.36, 0.35, 0.41, 0.46, 0.28, 0.36, 0.47, 0.31, 0.31, 0.27, -1.38, 0.15, -0.67, -0.35, -0.69, -0.29, 0.37, 0.35, 0.39, 0.39, 0.34, 0.41, 0.31, 0.34, 0.42, 0.32, 0.31, 0.28, -1.53, 0.21, -0.71, -0.36, -0.74, -0.24, 0.38, 0.33, 0.34, 0.40, 0.41, 0.45, 0.26, 0.41, 0.45, 0.31, 0.27, 0.35, -1.35, 0.14, -0.66, -0.33, -0.72, -0.32, 0.35, 0.32, 0.36, 0.37, 0.40, 0.41, 0.33, 0.42, 0.39, 0.25, 0.34, 0.29, -0.74, 0.52, -0.71, -0.75, 0.25, 0.25, 0.18, -0.84, 0.54, -0.76, -0.71, 0.21, 0.28, 0.28, -0.75, 0.51, -0.70, -0.72, 0.19, 0.24, 0.24, -0.70, 0.54, -0.72, -0.75, 0.15, 0.24, 0.24]}

Entry 3:
{"formula": "C2H6O2", "method": "ωB97M-V/def2-TZVPD", "multiplicity": 1, "total_charge": 0, "relative_energy_kj_mol": 123.97, "orbital_gap_ev": 10.678, "homo_ev": -9.94, "smiles": "OCCO", "elements": ["C", "C", "H", "H", "H", "H", "H", "H", "O", "O"], "positions_angstrom": [[-0.56090, 0.32403, -0.36880], [0.83223, 0.32841, 0.27807], [-1.70686, -0.59806, 0.92114], [-0.61192, 0.41690, -1.54288], [-1.10075, 1.22001, -0.02467], [0.68998, 0.30004, 1.39488], [1.37738, 1.23770, -0.16667], [0.84673, -1.57803, -0.32803], [-1.18932, -0.83830, 0.03673], [1.42343, -0.81270, -0.19977]], "forces_ev_per_a": [[0.0, 2.4, -1.1], [-1.4, 1.1, -1.6], [1.7, -1.1, -2.9], [0.7, -0.5, 2.2], [-0.1, -0.1, 0.0], [0.4, 0.5, -0.9], [-0.4, -1.2, 1.3], [-0.4, 0.6, 0.4], [-2.9, -0.3, 3.0], [2.4, -1.3, -0.4]], "mulliken_charge": [-0.54, -0.10, 0.34, 0.23, 0.32, 0.22, 0.25, 0.31, -0.53, -0.50]}

Entry 4:
{"formula": "C19H29CoN5S2", "method": "ωB97M-V/def2-TZVPD", "multiplicity": 2, "total_charge": 0, "orbital_gap_ev": [5.508, 5.016], "homo_ev": [-5.48, -5.31], "elements": ["Co", "C", "C", "N", "C", "C", "N", "C", "C", "N", "C", "C", "N", "C", "C", "C", "C", "C", "C", "C", "N", "H", "H", "H", "H", "H", "H", "H", "H", "H", "H", "H", "H", "H", "H", "H", "H", "H", "H", "H", "H", "H", "H", "H", "C", "C", "S", "C", "C", "S", "H", "H", "H", "H", "H", "H"], "positions_angstrom": [[0.62501, 0.05666, -0.06049], [-2.51328, 1.37183, 2.29154], [-1.41084, 1.13039, 1.30920], [-0.71538, 0.02259, 1.18979], [-0.91139, -1.13784, 2.02188], [-0.31806, -2.35239, 1.28734], [0.87402, -1.99559, 0.50083], [2.14522, -2.33593, 1.13031], [2.63477, -1.18532, 2.01475], [2.65293, 0.05048, 1.25001], [3.74636, 0.16206, 0.28085], [3.23172, -0.09470, -1.15905], [1.96069, 0.56236, -1.27136], [1.86648, 1.80984, -1.74877], [2.90529, 2.45683, -2.61675], [0.71756, 2.48912, -1.27224], [0.18431, 3.74406, -1.56638], [-0.91202, 4.19776, -0.85548], [-1.50064, 3.41384, 0.13918], [-0.98153, 2.15141, 0.38063], [0.10376, 1.73325, -0.30775], [-2.45698, 0.70604, 3.14875], [-3.46844, 1.21899, 1.78788], [-2.47686, 2.40081, 2.63861], [-1.97021, -1.33029, 2.22937], [-0.40088, -0.98999, 2.98476], [-1.08178, -2.72295, 0.60031], [-0.09109, -3.15183, 2.00733], [0.80416, -2.46724, -0.39918], [2.88239, -2.51570, 0.34821], [2.06333, -3.24877, 1.73671], [3.63152, -1.44236, 2.41564], [1.94870, -1.05309, 2.85331], [2.66743, 0.84130, 1.88372], [4.55972, -0.53250, 0.52549], [4.13971, 1.18055, 0.31984], [3.08048, -1.16320, -1.32456], [3.97920, 0.26054, -1.87443], [3.21904, 1.77751, -3.40916], [3.78670, 2.74539, -2.03942], [2.49603, 3.35234, -3.07318], [0.61320, 4.35246, -2.34903], [-1.33536, 5.16346, -1.08324], [-2.35777, 3.77356, 0.68465], [-4.46825, -1.56113, -0.25746], [-3.26596, -0.93067, -0.91335], [-3.23504, 0.76240, -0.96185], [-2.29621, -1.70164, -1.51950], [-2.52676, -3.15743, -1.82628], [-0.77332, -1.10053, -2.03623], [-4.92497, -0.84281, 0.42353], [-4.19697, -2.45685, 0.30130], [-5.21995, -1.83145, -1.00393], [-3.57662, -3.42757, -1.74909], [-1.94649, -3.80568, -1.16437], [-2.18670, -3.35239, -2.84321]], "forces_ev_per_a": [[-1.6, -2.2, -2.1], [0.0, -0.1, -0.2], [-0.5, -0.4, -0.1], [-0.2, 0.7, 1.1], [0.1, -0.3, 0.1], [-0.5, 0.1, 0.2], [0.3, -0.1, -0.2], [0.2, 0.2, 0.4], [0.1, -0.2, -0.1], [0.9, 0.2, 0.8], [-0.3, 0.0, -0.1], [0.2, -0.1, -0.1], [0.6, 1.3, -0.1], [0.5, -1.0, -0.1], [-0.2, -0.2, 0.1], [-0.9, 0.1, 0.6], [0.3, -0.1, -0.2], [-0.2, -0.2, 0.3], [0.2, 0.2, -0.1], [0.0, 0.1, -0.3], [0.3, 1.2, 0.0], [0.1, 0.0, 0.1], [-0.1, 0.0, 0.1], [0.0, 0.1, 0.1], [0.1, 0.0, 0.0], [-0.1, 0.0, -0.1], [0.2, 0.1, 0.0], [0.0, 0.1, -0.1], [-0.1, 0.1, 0.0], [0.0, -0.1, 0.0], [0.1, 0.1, -0.1], [-0.2, 0.0, 0.0], [0.0, 0.0, 0.0], [-0.1, -0.1, -0.2], [0.0, 0.1, -0.1], [0.0, -0.1, 0.0], [0.1, 0.0, -0.1], [0.0, -0.1, 0.0], [0.0, 0.0, 0.0], [0.0, 0.0, 0.0], [0.0, 0.1, -0.1], [0.1, 0.0, 0.0], [0.0, 0.1, 0.0], [-0.1, 0.0, 0.0], [-0.1, -0.1, 0.0], [-0.1, 0.5, -0.1], [0.0, 0.1, 0.0], [0.3, -0.1, 0.1], [-0.1, 0.0, 0.1], [0.8, 0.5, 0.5], [0.0, -0.1, -0.1], [-0.1, -0.2, 0.0], [0.0, -0.1, 0.0], [-0.1, -0.1, 0.0], [0.0, -0.1, 0.0], [0.0, -0.1, 0.0]], "mulliken_charge": [-1.15, -1.91, 0.54, 0.64, -0.82, -0.59, -0.05, -0.80, -0.91, -0.11, -0.79, -0.96, 0.34, 0.42, -1.90, 1.05, -0.78, -0.72, -0.70, 0.44, 0.81, 0.45, 0.22, 0.51, 0.65, 0.26, -0.09, 0.39, 0.29, 0.40, 0.46, 0.46, 0.37, 0.27, 0.38, 0.42, 0.21, 0.53, 0.39, 0.30, 0.44, 0.32, 0.42, 0.42, -1.76, 0.48, -0.16, 0.50, -1.30, -0.41, 0.38, 0.37, 0.40, 0.35, 0.25, 0.37]}